# C16H17CoN3O6Se

A structure of composition C16H17CoN3O6Se in a non-equilibrium geometry (the ωB97M-V functional and the def2-TZVPD basis, the Open Molecules 2025 dataset).

DFT total energy: -136590.068 eV
maximum force: 1.4 eV Å⁻¹
ΔE to the lowest compared entry with this formula, charge and spin: 70.67 kJ/mol

```
! RIJCOSX wB97M-V def2-TZVPD def2/J DEFGRID3
* xyz 0 4
Co 0.436 -0.194 -0.288
O 2.508 0.182 -0.883
N 2.461 -0.825 -0.209
N -0.986 -1.385 -0.387
C -2.036 -1.976 -0.037
C -2.833 -1.487 1.140
C -4.220 -1.375 1.079
C -4.928 -0.833 2.142
C -4.255 -0.414 3.281
C -2.874 -0.526 3.349
C -2.165 -1.050 2.281
C -2.556 -3.165 -0.789
C -3.318 -4.149 -0.164
C -3.746 -5.262 -0.874
C -3.426 -5.396 -2.217
C -2.665 -4.420 -2.845
C -2.227 -3.316 -2.133
H -4.744 -1.712 0.192
H -6.005 -0.742 2.082
H -4.808 0.000 4.114
H -2.346 -0.201 4.236
H -1.086 -1.120 2.326
H -3.563 -4.054 0.885
H -4.327 -6.027 -0.375
H -3.764 -6.261 -2.773
H -2.408 -4.524 -3.892
H -1.614 -2.562 -2.609
O 2.320 -0.318 3.489
Se 2.372 0.565 2.174
O 3.104 -0.760 0.951
O 0.910 0.736 1.438
O 3.305 1.840 2.049
C -3.769 2.158 -2.386
N -2.423 2.369 -1.862
C -1.882 3.711 -1.671
C -1.700 1.334 -1.475
O -0.576 1.458 -0.961
H -4.148 3.100 -2.771
H -4.445 1.806 -1.607
H -3.752 1.438 -3.204
H -2.539 4.427 -2.156
H -0.887 3.772 -2.108
H -1.802 3.946 -0.610
H -2.149 0.347 -1.620
*
```